The following is a DFT calculation (the ωB97M-V functional and the def2-TZVPD basis) of a structure of composition C36H34CrN3O3.

```
77
Properties=species:S:1:pos:R:3:forces:R:3
C 2.4281 1.3573 3.2658 0.11 0.39 0.00
N 1.9702 0.0790 2.7528 -1.69 -0.30 -0.35
C 2.9098 -0.6410 1.9141 0.37 -0.36 -0.04
C 0.6617 -0.2935 2.7738 2.63 2.61 1.00
N 0.3633 -1.4849 2.3253 -1.05 -0.43 -0.74
C -0.7360 -1.6969 1.4201 -0.70 0.27 -0.70
C -0.2756 -2.5522 0.2558 0.12 -0.32 -0.44
C 0.1389 -3.8565 0.5018 0.29 -0.11 0.07
C 0.6756 -4.6337 -0.5256 -0.30 0.20 -0.06
C 0.7299 -4.1179 -1.8260 -0.04 0.10 0.24
C 0.2938 -2.8138 -2.0809 -0.20 -0.05 0.04
C -0.2345 -2.0381 -1.0451 0.25 0.07 0.30
N -0.1942 0.6259 3.4170 -0.21 -0.80 -0.10
C -1.5401 0.8697 2.9065 -0.09 -0.20 -0.29
C -0.1099 0.6087 4.8806 0.15 0.13 0.42
H 1.5594 1.9942 3.4598 0.37 -0.06 -0.03
H 3.0090 1.2047 4.1891 -0.20 0.04 -0.23
H 3.0735 1.8326 2.5144 -0.18 -0.16 0.23
H 2.5316 -1.6481 1.7299 0.12 0.03 -0.03
H 3.0463 -0.1247 0.9525 -0.14 -0.09 0.26
H 3.8762 -0.6832 2.4232 -0.11 -0.01 -0.15
H -1.5514 -2.2067 1.9532 0.22 -0.02 0.09
H -1.1293 -0.7570 1.0128 0.04 -0.24 0.15
H 0.0480 -4.2399 1.5216 0.20 0.00 -0.43
H 1.0381 -5.6386 -0.3078 -0.19 0.25 -0.13
H 1.0892 -4.7473 -2.6396 0.04 0.25 0.20
H 0.3560 -2.3951 -3.0887 -0.10 -0.22 0.34
H -0.6104 -1.0271 -1.2278 0.23 -0.29 -0.07
H -1.4837 1.2279 1.8683 -0.14 -0.17 0.35
H -2.1767 -0.0256 2.9664 0.08 0.29 -0.06
H -1.9944 1.6627 3.5136 0.21 -0.21 -0.17
H 0.9375 0.6933 5.1956 -0.34 -0.10 0.05
H -0.6634 1.4779 5.2665 0.25 -0.27 -0.15
H -0.5364 -0.3184 5.2986 0.13 0.34 -0.10
O -4.5993 -0.6581 2.8951 0.79 -2.89 3.20
C -4.4243 -1.4821 3.7085 -1.14 3.49 -3.72
Cr -4.2833 -2.9910 4.8325 -0.39 0.65 -1.80
C -3.2961 -3.8538 3.4880 1.71 -2.49 -3.48
O -2.7773 -4.3966 2.5911 -1.59 1.95 3.22
C -5.7365 -3.5858 3.7380 -2.53 -1.39 -3.28
O -6.4680 -3.8797 2.8836 2.22 0.98 3.09
C -5.4206 -3.1959 6.6369 -0.66 0.49 0.58
C -4.8259 -1.9252 6.6454 -0.70 0.38 0.83
C -3.4559 -1.7864 6.4064 0.64 0.58 0.43
C -2.6382 -2.9121 6.1647 1.08 0.10 -0.64
C -1.3130 -2.7522 5.5603 0.29 -0.52 0.19
C -0.1866 -2.8631 5.0782 -1.36 -0.08 0.93
C 1.1590 -2.9729 4.7207 0.42 0.02 0.14
C 1.5416 -4.0589 3.8239 -0.12 -0.82 -0.36
C 0.6533 -5.1627 3.6990 0.23 0.20 0.02
C 0.9876 -6.2944 2.9601 0.01 0.24 -0.12
C 2.1911 -6.3315 2.2467 0.07 0.06 0.38
C 3.0861 -5.2612 2.3581 -0.26 -0.05 -0.06
C 2.7710 -4.1513 3.1375 -0.06 0.00 0.02
C 2.1013 -2.2222 5.5594 0.12 0.78 0.61
C 1.7051 -1.8959 6.8866 0.22 -0.22 -0.10
C 2.6233 -1.4340 7.8301 -0.22 0.20 -0.38
C 3.9525 -1.2050 7.4642 0.01 -0.47 -0.04
C 4.3484 -1.4488 6.1455 -0.28 0.32 -0.07
C 3.4150 -1.8577 5.1908 0.07 -0.18 0.05
C -3.2403 -4.1935 6.2761 0.97 -0.86 0.71
C -4.6010 -4.3346 6.5269 -0.06 -0.94 0.17
H -6.5057 -3.2971 6.7419 0.50 0.06 0.00
H -5.4515 -1.0382 6.7755 0.26 -0.31 -0.06
H -2.9824 -0.8030 6.3690 -0.35 -0.24 -0.14
H -0.3076 -5.1110 4.2156 0.32 -0.17 -0.10
H 0.3023 -7.1439 2.9315 0.20 0.29 -0.05
H 2.4505 -7.2061 1.6481 -0.07 0.26 0.19
H 4.0422 -5.2965 1.8326 -0.31 0.04 0.16
H 3.4947 -3.3459 3.2013 -0.16 -0.38 -0.06
H 0.6609 -2.0592 7.1663 0.50 -0.08 0.10
H 2.2933 -1.2546 8.8525 0.09 0.02 -0.26
H 4.6800 -0.8713 8.2055 -0.22 -0.12 -0.23
H 5.3915 -1.3097 5.8547 -0.37 0.16 0.03
H 3.7006 -1.8593 4.1402 0.09 -0.28 0.54
H -2.6013 -5.0700 6.1431 -0.33 0.24 -0.02
H -5.0455 -5.3331 6.5803 0.23 0.39 -0.10
```
Positions in Å, forces in eV/Å.

Summary:
- Spin multiplicity: 4
- Charge: +2
- HOMO-LUMO gap (spin up / spin down): 6.47 / 5.51 eV


The following is a DFT calculation (the ωB97M-V functional and the def2-TZVPD basis) of a cluster of 2 separate species, C4H7N4OS2 in total.

```
18
Properties=species:S:1:pos:R:3:forces:R:3
C -3.7668 0.5479 0.0900 2.18 -1.63 -0.64
C -2.3285 -1.6445 -0.3074 -1.37 -1.35 3.58
C 3.4108 1.1270 0.2443 4.44 1.37 -0.31
C -1.5526 -0.4209 -0.3110 -1.08 1.75 1.17
N 2.3747 1.6931 -0.2231 -4.22 0.62 -1.52
N 1.2595 1.8293 -0.5861 3.49 0.55 1.09
N -2.3194 0.6590 0.0064 1.27 -0.15 -0.63
N 3.3357 -0.3158 0.3649 -3.54 -0.34 0.65
O -4.5247 1.4270 0.1944 -0.86 1.46 0.38
S -4.0817 -1.1582 -0.0527 -0.65 -0.90 -0.52
S 0.0679 -0.4019 -0.4856 0.75 -0.37 -0.38
H -2.1691 -2.2742 -1.1659 0.05 -0.40 0.00
H -2.1303 -2.1562 0.7880 0.12 0.75 -3.07
H 4.5234 1.5559 0.1464 -3.12 -0.75 0.36
H -1.8203 1.5408 0.0237 -0.48 0.29 0.15
H 4.1510 -0.7828 0.0557 1.00 -0.79 -0.73
H 2.4284 -0.6391 -0.1153 1.63 -0.01 0.24
H 3.1421 -0.5864 1.3331 0.38 -0.11 0.19
```
Positions in Å, forces in eV/Å.

Summary:
- Spin multiplicity: 1
- Charge: +1
- HOMO-LUMO gap: 8.57 eV


The following is a DFT calculation (the ωB97M-V functional and the def2-TZVPD basis) of a cluster of 7 separate species, C18H38O7 in total.

```
63
Properties=species:S:1:pos:R:3:forces:R:3
C 2.1372 -0.6292 -5.7910 0.30 0.42 -1.33
C 1.1718 -1.4463 -5.0163 -0.18 -0.37 1.01
O 0.0122 -1.1336 -4.8425 0.45 -0.19 -0.11
C 1.7968 -2.7379 -4.5172 -0.84 -0.50 -0.05
H 1.9036 -0.8322 -6.8571 0.19 0.22 0.38
H 3.1620 -0.9307 -5.6232 0.16 -0.17 0.04
H 2.0937 0.4442 -5.6411 -0.45 0.09 0.13
H 2.8147 -2.5985 -4.2083 0.58 0.07 -0.28
H 1.6916 -3.5054 -5.2929 0.39 0.20 -0.17
H 1.3134 -3.1762 -3.6623 -0.66 0.18 0.39
C -2.9061 -1.1605 0.7750 0.62 0.05 0.04
C -2.1755 0.0666 1.3798 0.49 -1.03 -0.70
O -0.9522 0.1285 1.4432 -1.28 0.06 0.12
C -3.0978 1.0868 1.9567 -0.73 0.72 0.58
H -3.4965 -0.9522 -0.1488 0.37 0.22 0.87
H -3.5687 -1.4355 1.6048 -0.22 -0.35 -0.43
H -2.2197 -2.0058 0.5381 -0.36 0.71 0.34
H -2.5944 2.0544 2.0723 -0.04 -0.40 0.33
H -3.5752 0.7534 2.9203 0.84 0.22 -0.72
H -3.9432 1.2685 1.2875 0.14 -0.23 -0.11
C -0.2445 -3.1486 3.7374 0.48 -0.36 0.67
C 1.1678 -3.0953 3.1994 1.38 0.59 0.65
O 2.1789 -3.0157 3.9022 -1.93 -0.15 -0.90
C 1.2716 -3.1450 1.7004 -0.37 0.61 0.13
H -0.9907 -2.7613 3.0413 0.16 0.11 0.14
H -0.3038 -2.7185 4.7451 -0.04 0.11 -0.40
H -0.4250 -4.2172 3.8716 -0.26 -0.13 -0.06
H 0.9837 -2.1738 1.2848 -0.43 0.04 0.18
H 0.6092 -3.8989 1.2831 0.09 -0.11 -0.15
H 2.2906 -3.2381 1.4166 0.89 -0.62 -0.27
C -0.1932 -0.8326 -1.5191 0.85 1.88 0.59
C 1.2721 -0.2956 -1.4862 -1.55 -2.14 -1.71
O 2.0584 -0.7393 -2.3015 0.64 0.39 0.43
C 1.5841 0.6953 -0.4487 0.07 1.39 0.61
H -0.3561 -1.1567 -0.5031 -0.36 -0.49 0.24
H -0.4451 -1.5293 -2.2881 0.43 -0.63 -0.38
H -0.8826 0.0132 -1.6476 0.14 0.05 0.13
H 1.8159 1.6363 -0.9869 0.08 -0.35 0.23
H 2.4754 0.4612 0.1907 -0.93 0.02 -0.52
H 0.6405 0.8799 0.0946 0.83 -0.07 0.30
C -2.5566 3.4739 -2.5730 -1.12 -0.26 0.28
C -2.2474 2.9568 -1.1844 0.70 -0.27 -0.31
O -2.5932 1.8683 -0.7922 -0.32 -0.16 -0.20
C -1.3988 3.8649 -0.3655 -0.29 0.96 0.08
H -1.6807 3.7940 -3.1138 0.45 -0.06 -0.08
H -3.1804 4.3760 -2.4636 0.03 -0.31 -0.12
H -3.0988 2.6924 -3.1231 0.17 0.39 0.07
H -1.9521 4.8062 -0.2616 0.17 0.03 0.04
H -0.5107 4.1021 -0.9364 0.33 0.11 -0.11
H -1.1230 3.5263 0.6198 -0.07 -0.45 0.16
C 0.5837 0.5628 4.1468 -0.54 -0.21 1.64
C -0.2757 1.8165 4.0289 -1.39 0.91 1.48
O -1.3179 1.9964 4.6790 1.97 -0.72 -1.33
C 0.2649 2.9114 3.1182 -0.70 -1.05 -0.56
H 0.7426 0.0902 3.2045 0.19 -0.11 -0.84
H 0.0921 -0.1918 4.8098 0.26 0.76 -0.47
H 1.5662 0.7954 4.6034 -0.46 0.06 -0.32
H 1.2833 3.1223 3.3842 0.59 0.17 0.11
H -0.3366 3.8325 3.1185 0.11 -0.53 0.04
H 0.2805 2.4031 2.1280 0.05 0.65 0.29
O 4.6809 -1.3960 -0.5754 -1.08 -0.13 0.01
H 3.7203 -1.4595 -0.7657 0.75 -0.04 0.15
H 4.9824 -0.9226 -1.3494 0.29 0.19 -0.27
```
Positions in Å, forces in eV/Å.

Summary:
- Spin multiplicity: 1
- SMILES: CC(C)=O.CC(C)=O.CC(C)=O.CC(C)=O.CC(C)=O.CC(C)=O.O
- HOMO-LUMO gap: 9.92 eV


The following is a DFT calculation (the ωB97M-V functional and the def2-TZVPD basis) of a structure of composition C30H47AuBO2P2.

```
83
Properties=species:S:1:pos:R:3:forces:R:3
Au 0.7851 1.0362 -2.9221 3.51 1.36 5.11
C -0.4747 -2.5697 2.6368 0.04 0.19 0.03
C 0.8558 -2.4816 2.1448 -0.06 -0.08 -0.01
C 0.6813 -1.1093 3.9804 -0.13 0.22 -0.17
C -0.5972 -1.6745 3.7308 0.00 0.08 -0.13
C 1.5736 -1.5863 2.9805 0.26 -0.08 0.09
C -1.5574 -3.4252 2.1235 -0.14 -0.45 -0.05
H -1.1528 -4.2738 1.5595 -0.19 0.20 0.09
H -2.2302 -2.8642 1.4617 0.11 -0.01 0.12
H -2.1702 -3.8180 2.9456 0.13 0.09 -0.19
C -1.8434 -1.3453 4.4432 -0.21 -0.22 0.40
H -2.5405 -2.1932 4.4221 0.11 0.27 0.04
H -2.3455 -0.4850 3.9744 0.13 -0.07 0.02
H -1.6347 -1.0786 5.4879 -0.15 -0.02 -0.27
C 0.9921 -0.1754 5.0760 0.32 0.03 0.40
H 0.4818 -0.4898 5.9957 0.10 0.13 -0.16
H 0.6580 0.8485 4.8504 0.03 -0.27 -0.04
H 2.0694 -0.1521 5.2704 -0.25 0.10 0.01
C 3.0049 -1.2450 2.8450 0.21 0.23 0.05
H 3.6522 -2.0952 3.1127 -0.22 0.09 -0.08
H 3.2680 -0.4022 3.4933 0.02 -0.18 -0.27
H 3.2441 -0.9642 1.8089 -0.06 -0.03 0.26
C 1.4076 -3.1950 0.9751 -0.02 -0.13 -0.42
H 2.0663 -4.0233 1.2795 -0.11 0.21 0.00
H 2.0048 -2.5206 0.3443 -0.12 -0.14 0.21
H 0.6056 -3.6165 0.3580 0.23 0.07 0.12
C -1.1187 1.6178 -3.4331 -3.79 -1.42 -0.47
C -1.0823 0.1836 -3.3367 -3.29 1.28 -0.10
C -0.9365 -0.9693 -4.3126 -0.01 -0.62 0.12
C 0.4326 -1.0248 -5.0369 -0.09 -0.69 0.18
C 1.3704 0.0899 -4.6393 0.91 0.54 -4.10
C 1.0571 1.4366 -4.9844 1.24 -1.51 -2.16
C -0.1958 1.8038 -5.7216 -1.06 0.40 0.21
C -1.2431 2.3958 -4.7126 1.14 0.39 -0.48
H -1.7646 -1.1483 -5.0277 0.24 0.68 0.34
H 0.3108 -1.1093 -6.1273 0.01 0.43 0.21
H -0.9845 -1.8766 -3.6718 -0.08 0.50 -0.23
H -2.2770 2.3726 -5.1154 0.57 -0.13 0.26
H -1.5781 2.0803 -2.5537 0.10 0.00 -0.24
H -1.6916 -0.1212 -2.4669 1.26 0.07 -0.35
H -0.9742 3.4670 -4.5683 -0.28 -0.62 0.15
H -0.0178 2.5532 -6.5065 0.20 -0.30 0.26
H 1.8825 2.1464 -5.0665 -0.15 -0.16 0.22
H -0.6234 0.9226 -6.2114 0.08 0.10 0.07
H 0.8720 -1.9897 -4.7652 0.22 0.21 0.00
H 2.4240 -0.1629 -4.7247 0.02 -0.01 0.63
P -3.2376 -1.5686 -1.4882 0.25 0.11 0.06
P 3.8950 2.0116 0.8838 -0.65 -0.33 -0.44
C 1.7689 1.6266 -1.0467 -0.48 -0.13 -0.39
C 3.2702 1.7217 -0.8754 0.54 0.16 0.65
H 1.3184 0.9606 -0.3066 0.07 0.07 0.28
H 1.2893 2.6042 -0.9376 0.03 0.12 0.38
H 3.7519 0.7850 -1.1810 0.11 0.27 -0.20
H 3.7014 2.5866 -1.4000 -0.08 -0.48 -0.46
C 3.8293 3.8455 0.9226 -0.04 0.10 0.35
H 3.9822 4.1983 1.9475 0.02 0.04 -0.16
H 2.8309 4.1637 0.6095 0.08 0.00 0.01
H 4.5823 4.3045 0.2765 -0.10 -0.05 -0.04
C 5.6964 1.7184 0.6516 0.15 -0.02 0.42
H 6.2273 2.5960 0.2802 -0.03 -0.05 -0.12
H 5.8643 0.8761 -0.0201 -0.03 0.02 -0.04
H 6.1208 1.4497 1.6245 0.10 0.08 -0.16
C -5.0760 -1.4868 -1.4018 0.01 0.36 0.04
H -5.5105 -2.4890 -1.2921 0.07 0.34 -0.02
H -5.4010 -1.0318 -2.3485 -0.15 -0.24 0.38
H -5.3720 -0.8349 -0.5710 -0.18 -0.30 -0.22
C -2.8734 -3.3279 -1.0397 0.17 -0.03 0.23
H -3.5579 -3.6958 -0.2660 0.20 -0.04 -0.12
H -1.8356 -3.4233 -0.6903 -0.29 -0.02 -0.18
H -2.9828 -3.9449 -1.9440 -0.02 0.26 0.30
O -3.6397 0.2522 0.7866 0.50 -0.04 -1.06
B -2.6748 -0.3648 -0.0353 -0.20 -0.50 0.47
O -1.3730 0.0937 0.2998 -1.05 -0.35 -0.95
C -1.5775 1.0543 1.2533 -0.30 0.00 1.17
C -0.6271 1.6686 2.0571 0.07 -0.16 0.05
C -1.0791 2.3039 3.2211 -0.10 0.11 -0.27
C -2.4485 2.3919 3.5030 -0.07 0.26 -0.01
C -3.4083 1.8498 2.6404 0.07 0.00 0.08
C -2.9390 1.1427 1.5468 0.61 0.05 0.79
H 0.4279 1.6061 1.8004 -0.08 -0.02 0.10
H -0.3531 2.7511 3.9078 -0.31 -0.08 -0.33
H -2.7777 2.9063 4.4090 0.10 -0.13 -0.34
H -4.4778 1.9303 2.8269 0.27 -0.09 0.09
```
Positions in Å, forces in eV/Å.

Summary:
- Spin multiplicity: 3
- Charge: +1
- HOMO-LUMO gap (spin up / spin down): 7.08 / 3.66 eV


Sequential total energy output: -76898.427, -33929.985, -33614.066, -58903.594 eV
Sequential relative energy (zero: lowest compared OMol25 entry of this formula, charge and spin) output: 0.000, 1.031, 0.000, 4.205 eV